A cluster of 11 separate species, C57H132N4O11 in total in a non-equilibrium geometry. Source: the OMol25 dataset; level of theory: wB97M-V/def2-TZVPD.

structure (SMILES): CC1(C)CCCC(C)(C)N1O.CC1(C)CCCC(C)(C)N1O.CC1(C)CCCC(C)(C)N1O.CC1(C)CCCC(C)(C)N1O.CC(C)O.CC(C)O.CC(C)O.CC(C)O.CC(C)O.CC(C)O.CC(C)O
net charge: 0
HOMO-LUMO gap: 8.3 eV
relative energy (zero: lowest compared OMol25 entry of this formula, charge and spin): 88.28 kcal/mol
largest force on an atom: 3.2 eV Å⁻¹

CARTESIAN COORDINATES (ANGSTROEM)
1 C 0.717 -0.667 -1.056
2 C 0.265 -0.071 -2.355
3 C 1.488 -0.025 -3.308
4 C -0.761 -0.952 -3.064
5 C -2.118 -0.929 -2.285
6 C -2.672 0.492 -2.359
7 C -1.714 1.605 -1.759
8 C -2.169 2.983 -2.319
9 C -1.889 1.599 -0.206
10 N -0.327 1.288 -2.144
11 O 0.631 2.189 -1.644
12 H -0.047 -0.556 -0.287
13 H 0.991 -1.720 -1.123
14 H 1.533 -0.108 -0.598
15 H 1.253 0.736 -4.051
16 H 2.421 0.304 -2.850
17 H 1.617 -0.896 -3.951
18 H -0.779 -0.705 -4.125
19 H -0.556 -2.020 -2.995
20 H -2.790 -1.600 -2.819
21 H -1.989 -1.192 -1.235
22 H -3.611 0.441 -1.808
23 H -3.001 0.650 -3.386
24 H -1.611 3.805 -1.868
25 H -3.210 3.161 -2.048
26 H -1.928 2.932 -3.381
27 H -2.940 1.839 -0.043
28 H -1.278 2.412 0.185
29 H -1.532 0.688 0.275
30 H 1.033 2.547 -2.438
31 C -3.242 6.281 6.840
32 C -3.658 7.691 6.431
33 C -3.514 7.708 4.940
34 C -5.214 7.900 6.623
35 C -5.528 8.079 8.038
36 C -4.715 9.206 8.706
37 C -3.207 9.260 8.440
38 C -2.757 10.698 8.741
39 C -2.562 8.281 9.498
40 N -2.888 8.827 7.036
41 O -1.486 8.820 6.750
42 H -2.159 6.166 6.875
43 H -3.608 5.462 6.221
44 H -3.667 6.018 7.809
45 H -3.753 8.705 4.570
46 H -4.269 7.117 4.421
47 H -2.516 7.444 4.593
48 H -5.497 8.842 6.153
49 H -5.800 7.084 6.201
50 H -5.408 7.093 8.485
51 H -6.566 8.290 8.297
52 H -4.926 9.104 9.771
53 H -5.171 10.149 8.406
54 H -3.170 11.016 9.699
55 H -1.669 10.742 8.779
56 H -2.959 11.442 7.970
57 H -2.616 8.614 10.535
58 H -3.085 7.327 9.554
59 H -1.525 8.133 9.197
60 H -1.305 9.589 6.205
61 C -7.362 -8.746 -1.284
62 C -8.605 -8.525 -2.243
63 C -9.774 -9.540 -1.934
64 C -9.141 -7.077 -1.902
65 C -8.442 -5.927 -2.634
66 C -8.452 -6.243 -4.146
67 C -7.808 -7.642 -4.507
68 C -8.212 -7.941 -5.943
69 C -6.283 -7.478 -4.427
70 N -8.362 -8.712 -3.653
71 O -7.826 -9.985 -3.902
72 H -7.621 -8.725 -0.225
73 H -7.042 -9.764 -1.505
74 H -6.528 -8.088 -1.526
75 H -10.003 -9.477 -0.870
76 H -10.711 -9.378 -2.466
77 H -9.403 -10.546 -2.129
78 H -10.185 -6.900 -2.163
79 H -9.171 -6.752 -0.862
80 H -8.890 -4.948 -2.463
81 H -7.434 -5.850 -2.225
82 H -7.954 -5.430 -4.675
83 H -9.473 -6.167 -4.519
84 H -7.674 -8.827 -6.279
85 H -7.987 -7.113 -6.616
86 H -9.269 -8.190 -6.042
87 H -5.886 -7.365 -3.418
88 H -5.914 -6.743 -5.141
89 H -5.804 -8.399 -4.760
90 H -8.470 -10.444 -4.446
91 C 5.351 -6.870 7.126
92 C 6.126 -7.432 5.898
93 C 5.264 -7.353 4.606
94 C 7.369 -6.543 5.788
95 C 8.451 -6.743 6.861
96 C 8.772 -8.247 6.915
97 C 7.646 -9.227 7.032
98 C 8.170 -10.633 6.704
99 C 7.269 -9.320 8.507
100 N 6.534 -8.810 6.118
101 O 5.453 -9.679 6.066
102 H 4.503 -7.496 7.403
103 H 5.979 -6.742 8.008
104 H 4.997 -5.864 6.898
105 H 5.760 -7.916 3.816
106 H 4.227 -7.682 4.684
107 H 5.207 -6.338 4.213
108 H 7.850 -6.728 4.828
109 H 6.987 -5.540 5.601
110 H 9.306 -6.123 6.593
111 H 8.109 -6.385 7.832
112 H 9.503 -8.453 7.697
113 H 9.335 -8.432 6.000
114 H 8.252 -10.714 5.620
115 H 7.474 -11.422 6.991
116 H 9.159 -10.914 7.064
117 H 7.770 -10.071 9.117
118 H 6.231 -9.646 8.570
119 H 7.257 -8.423 9.125
120 H 5.495 -10.054 5.184
121 C 0.405 5.766 -11.113
122 C 1.822 5.401 -10.606
123 C 1.723 4.390 -9.403
124 O 2.432 4.795 -11.681
125 H -0.284 6.188 -10.382
126 H 0.024 4.847 -11.557
127 H 0.252 6.529 -11.875
128 H 2.405 6.273 -10.312
129 H 1.232 3.500 -9.798
130 H 1.088 4.770 -8.602
131 H 2.701 4.292 -8.933
132 H 3.277 4.401 -11.452
133 C 4.885 8.551 -5.736
134 C 4.796 7.859 -4.459
135 C 3.821 8.433 -3.458
136 O 4.485 6.480 -4.515
137 H 3.984 8.279 -6.286
138 H 5.727 8.138 -6.293
139 H 4.888 9.640 -5.691
140 H 5.807 7.878 -4.054
141 H 2.850 7.991 -3.680
142 H 3.759 9.516 -3.567
143 H 4.033 8.253 -2.404
144 H 5.162 5.978 -4.973
145 C 10.706 4.010 -5.473
146 C 9.825 2.934 -6.055
147 C 9.429 1.836 -4.986
148 O 8.633 3.523 -6.577
149 H 11.044 4.701 -6.246
150 H 11.548 3.498 -5.007
151 H 10.203 4.599 -4.706
152 H 10.308 2.481 -6.921
153 H 10.462 1.669 -4.682
154 H 9.031 0.951 -5.481
155 H 8.853 2.231 -4.149
156 H 8.649 3.699 -7.521
157 C -4.250 9.912 -3.646
158 C -5.199 10.408 -4.708
159 C -5.710 9.307 -5.539
160 O -6.379 10.988 -4.134
161 H -3.446 9.333 -4.101
162 H -4.785 9.290 -2.930
163 H -3.762 10.705 -3.080
164 H -4.671 11.091 -5.373
165 H -4.926 8.664 -5.939
166 H -6.216 9.622 -6.452
167 H -6.487 8.738 -5.029
168 H -6.221 11.700 -3.510
169 C 4.531 6.296 4.304
170 C 3.654 5.026 4.713
171 C 4.518 3.752 4.600
172 O 3.196 5.218 6.051
173 H 3.927 7.188 4.470
174 H 4.756 6.371 3.240
175 H 5.411 6.345 4.945
176 H 2.858 5.081 3.969
177 H 3.933 2.900 4.946
178 H 5.428 3.860 5.191
179 H 4.897 3.668 3.581
180 H 2.576 5.951 6.019
181 C 1.548 -6.920 -6.976
182 C 2.760 -7.582 -7.533
183 C 3.730 -7.986 -6.463
184 O 2.255 -8.767 -8.280
185 H 0.847 -6.759 -7.794
186 H 1.925 -5.926 -6.737
187 H 1.135 -7.512 -6.159
188 H 3.131 -6.960 -8.348
189 H 3.242 -8.630 -5.732
190 H 4.228 -7.116 -6.033
191 H 4.510 -8.607 -6.905
192 H 1.636 -8.474 -8.953
193 C -3.148 -5.866 4.564
194 C -3.341 -6.461 5.954
195 C -2.801 -5.593 7.028
196 O -4.714 -6.579 6.087
197 H -3.782 -5.003 4.362
198 H -3.415 -6.649 3.853
199 H -2.091 -5.610 4.501
200 H -2.944 -7.472 6.048
201 H -2.795 -6.120 7.983
202 H -3.336 -4.644 6.985
203 H -1.772 -5.355 6.759
204 H -5.111 -5.706 6.131

Cartesian forces (eV/Å) of the 3 atoms listed first:
-0.1 0.0 1.6
0.3 -0.2 -0.4
-0.5 1.5 -0.6

Here are the Mulliken charges for atoms 1 to 6, given in e: -1.766 1.647 -1.941 -1.198 -0.757 -1.077


A cluster of 11 separate species, C57H132N4O11 in total in a non-equilibrium geometry. Source: the OMol25 dataset; level of theory: wB97M-V/def2-TZVPD.

structure (SMILES): CC1(C)CCCC(C)(C)N1O.CC1(C)CCCC(C)(C)N1O.CC1(C)CCCC(C)(C)N1O.CC1(C)CCCC(C)(C)N1O.CC(C)O.CC(C)O.CC(C)O.CC(C)O.CC(C)O.CC(C)O.CC(C)O
net charge: 0
HOMO-LUMO gap: 8.7 eV
relative energy (zero: lowest compared OMol25 entry of this formula, charge and spin): 0.00 kcal/mol
largest force on an atom: 3.3 eV Å⁻¹

CARTESIAN COORDINATES (ANGSTROEM)
1 C 3.708 -1.079 3.398
2 C 4.023 -2.528 3.006
3 C 2.775 -3.381 2.840
4 C 4.757 -2.606 1.619
5 C 6.194 -2.100 1.637
6 C 6.932 -2.990 2.691
7 C 6.355 -2.868 4.059
8 C 6.943 -3.973 4.930
9 C 6.633 -1.495 4.568
10 N 4.870 -3.195 3.965
11 O 4.375 -3.018 5.284
12 H 2.677 -0.816 3.057
13 H 3.738 -0.993 4.505
14 H 4.325 -0.357 2.931
15 H 2.145 -3.151 1.977
16 H 3.003 -4.452 2.860
17 H 2.027 -3.151 3.635
18 H 4.721 -3.668 1.343
19 H 4.101 -2.039 0.938
20 H 6.769 -2.167 0.717
21 H 6.262 -1.096 2.059
22 H 7.995 -2.668 2.791
23 H 6.967 -4.004 2.316
24 H 6.571 -4.907 4.553
25 H 6.727 -3.820 5.982
26 H 8.054 -3.910 4.733
27 H 7.647 -1.385 4.881
28 H 6.081 -1.256 5.501
29 H 6.549 -0.700 3.805
30 H 3.857 -3.803 5.458
31 C 0.887 -1.520 -5.016
32 C -0.305 -0.578 -4.701
33 C 0.279 0.607 -3.819
34 C -0.872 -0.075 -6.051
35 C -2.242 0.580 -5.910
36 C -3.204 -0.473 -5.366
37 C -2.747 -0.978 -4.012
38 C -3.010 0.038 -2.885
39 C -3.630 -2.194 -3.679
40 N -1.348 -1.417 -4.125
41 O -0.898 -1.794 -2.815
42 H 1.296 -1.877 -4.073
43 H 0.564 -2.368 -5.643
44 H 1.606 -0.903 -5.502
45 H 1.294 0.940 -4.042
46 H -0.255 1.563 -3.891
47 H 0.244 0.309 -2.758
48 H -0.110 0.546 -6.577
49 H -1.067 -0.952 -6.676
50 H -2.202 1.378 -5.166
51 H -2.590 0.960 -6.885
52 H -3.261 -1.264 -6.118
53 H -4.217 -0.129 -5.220
54 H -2.500 -0.266 -1.943
55 H -4.079 -0.038 -2.676
56 H -2.650 1.082 -3.071
57 H -3.562 -2.956 -4.440
58 H -4.680 -1.850 -3.579
59 H -3.408 -2.678 -2.761
60 H -0.540 -2.687 -3.010
61 C -1.791 -5.193 -3.303
62 C -0.440 -5.611 -2.673
63 C -0.735 -6.704 -1.691
64 C 0.386 -6.045 -3.805
65 C 1.811 -6.432 -3.295
66 C 2.489 -5.139 -2.720
67 C 1.704 -4.514 -1.569
68 C 1.785 -5.278 -0.276
69 C 2.165 -3.035 -1.461
70 N 0.207 -4.375 -2.049
71 O -0.542 -3.877 -0.882
72 H -2.459 -4.884 -2.521
73 H -1.611 -4.273 -3.888
74 H -2.155 -6.064 -3.815
75 H -1.154 -7.576 -2.168
76 H 0.178 -7.030 -1.247
77 H -1.321 -6.451 -0.821
78 H -0.124 -6.846 -4.417
79 H 0.420 -5.175 -4.477
80 H 1.907 -7.200 -2.515
81 H 2.513 -6.809 -4.053
82 H 2.591 -4.358 -3.457
83 H 3.541 -5.231 -2.348
84 H 0.846 -5.180 0.289
85 H 2.559 -4.809 0.368
86 H 2.103 -6.299 -0.312
87 H 3.170 -3.064 -1.001
88 H 1.564 -2.456 -0.763
89 H 2.029 -2.557 -2.430
90 H -1.003 -3.086 -1.261
91 C 0.877 6.174 -2.090
92 C 1.832 4.932 -1.982
93 C 1.058 3.741 -2.605
94 C 3.113 5.036 -2.851
95 C 4.148 6.020 -2.269
96 C 4.532 5.480 -0.883
97 C 3.328 5.442 0.032
98 C 3.787 4.683 1.351
99 C 2.961 6.880 0.517
100 N 2.280 4.569 -0.608
101 O 1.165 4.286 0.249
102 H 1.499 7.074 -2.257
103 H -0.001 6.113 -2.801
104 H 0.394 6.329 -1.107
105 H 1.494 2.768 -2.503
106 H 0.058 3.613 -2.243
107 H 0.949 3.940 -3.692
108 H 3.518 4.022 -2.792
109 H 2.827 5.168 -3.909
110 H 5.008 5.952 -2.902
111 H 3.680 6.983 -2.292
112 H 5.246 6.149 -0.417
113 H 4.990 4.502 -0.998
114 H 4.580 5.313 1.882
115 H 4.125 3.695 1.084
116 H 2.971 4.570 2.038
117 H 2.642 7.559 -0.288
118 H 3.862 7.312 0.968
119 H 2.222 6.876 1.325
120 H 1.537 3.663 0.838
121 C 0.779 1.991 4.827
122 C 1.635 2.854 4.006
123 C 3.096 2.853 4.438
124 O 1.547 2.420 2.636
125 H 0.651 2.309 5.830
126 H 1.244 1.007 4.893
127 H -0.226 1.822 4.440
128 H 1.186 3.837 3.979
129 H 3.221 3.135 5.516
130 H 3.571 3.625 3.871
131 H 3.605 1.914 4.321
132 H 1.682 1.463 2.704
133 C -1.021 -2.976 3.121
134 C -1.564 -4.391 3.236
135 C -2.426 -4.605 4.607
136 O -2.427 -4.738 2.162
137 H -1.809 -2.295 2.779
138 H -0.351 -2.981 2.270
139 H -0.516 -2.577 3.986
140 H -0.790 -5.215 3.232
141 H -3.317 -3.973 4.604
142 H -1.892 -4.486 5.545
143 H -2.878 -5.604 4.500
144 H -3.192 -4.172 2.243
145 C -4.592 1.870 1.820
146 C -4.140 0.964 3.008
147 C -5.363 0.501 3.775
148 O -3.457 -0.195 2.533
149 H -5.478 2.466 2.024
150 H -4.979 1.228 1.017
151 H -3.758 2.478 1.378
152 H -3.532 1.488 3.748
153 H -5.726 1.423 4.194
154 H -5.225 -0.351 4.472
155 H -6.164 0.176 3.028
156 H -2.542 0.185 2.448
157 C -1.161 6.080 2.309
158 C -2.425 5.344 2.807
159 C -3.686 5.767 2.048
160 O -2.214 3.884 2.778
161 H -0.195 5.809 2.771
162 H -1.426 7.099 2.239
163 H -1.006 5.702 1.247
164 H -2.548 5.444 3.903
165 H -3.571 5.617 0.970
166 H -3.972 6.806 2.155
167 H -4.574 5.188 2.334
168 H -2.438 3.514 3.635
169 C -6.921 -2.004 1.212
170 C -5.593 -2.749 1.091
171 C -4.761 -2.192 -0.116
172 O -4.786 -2.743 2.232
173 H -7.383 -2.281 2.157
174 H -7.571 -2.327 0.391
175 H -6.810 -0.929 1.197
176 H -5.820 -3.773 0.869
177 H -3.783 -2.646 -0.256
178 H -4.620 -1.079 -0.127
179 H -5.379 -2.306 -0.997
180 H -4.196 -1.932 2.195
181 C -0.554 -0.226 0.348
182 C -0.698 1.216 0.662
183 C -1.531 1.957 -0.387
184 O -1.279 1.405 1.928
185 H -0.297 -0.420 -0.699
186 H -1.457 -0.780 0.585
187 H 0.260 -0.671 0.897
188 H 0.314 1.676 0.711
189 H -1.630 3.009 -0.195
190 H -2.555 1.561 -0.444
191 H -1.062 1.795 -1.354
192 H -1.624 2.295 2.115
193 C -5.054 3.197 -4.030
194 C -4.169 4.384 -3.739
195 C -2.898 3.976 -2.968
196 O -3.817 4.944 -5.035
197 H -6.070 3.534 -4.376
198 H -5.248 2.699 -3.078
199 H -4.604 2.428 -4.678
200 H -4.801 5.129 -3.168
201 H -2.203 4.820 -2.794
202 H -2.383 3.214 -3.530
203 H -3.184 3.608 -1.952
204 H -3.357 5.783 -4.913

Cartesian forces (eV/Å) of the 3 atoms listed first:
-1.8 -0.4 0.6
0.6 0.4 -1.3
-1.6 0.3 1.1

Here are the Mulliken charges for atoms 1 to 6, given in e: -1.505 2.543 -2.108 -1.366 -0.847 -1.478


Number 1: LUMO level 0.3 eV. Number 2: LUMO level 0.4 eV.